56
Properties=species:S:1:pos:R:3:forces:R:3 method="wB97M-V/def2-TZVPD" homo_ev="-12.13 / -12.58" orbital_gap_ev="9.521 / 9.934" total_energy_ev=-81015.071 max_force_ev_per_a=2.25 multiplicity=6 s_squared=8.752 e_above_lowest_kcal_mol=0.0 charge=+1
Mn -0.88710 -14.97779 -3.40340 -1.70 -0.58 -0.60
P -3.22776 -13.42680 -5.75585 -0.14 0.19 -0.07
F -3.25811 -12.68305 -4.31128 0.06 0.10 0.17
F -2.15933 -12.34300 -6.26842 0.14 0.03 0.04
F -1.91266 -14.31186 -5.14122 0.60 -0.44 0.11
F -3.06999 -14.24924 -7.10739 0.08 -0.15 -0.07
F -4.16310 -14.58979 -5.14331 -0.12 -0.16 0.06
F -4.44543 -12.60617 -6.27735 -0.44 0.28 -0.15
C -6.65612 -16.28903 -0.59459 -0.08 0.20 0.08
O -5.70899 -15.76823 -1.50960 -0.07 -0.12 -0.02
C -4.71358 -15.01130 -0.88069 0.55 -0.11 -0.03
C -3.65872 -14.61731 -1.91568 -0.63 0.44 0.06
N -2.56360 -15.60172 -2.08328 -0.83 -0.14 0.27
C -3.08310 -16.86478 -2.66390 0.01 -0.35 -0.40
C -1.91152 -17.73620 -3.06483 0.22 0.19 0.14
O -1.12183 -17.00851 -4.03298 -0.15 -0.61 -0.17
C -1.51710 -17.30351 -5.38192 -0.20 -0.61 -0.38
H -7.43787 -16.76834 -1.17466 0.01 -0.09 -0.02
H -7.10848 -15.48863 0.00296 0.04 -0.02 -0.04
H -6.19560 -17.01166 0.08878 0.00 -0.02 -0.04
H -4.23688 -15.60994 -0.07793 -0.08 0.14 0.01
H -5.11961 -14.10504 -0.41522 -0.14 -0.06 -0.02
H -3.24818 -13.64138 -1.64632 0.24 -0.14 0.07
H -4.16714 -14.45989 -2.86762 0.15 -0.12 -0.02
H -2.27631 -15.80799 -1.12630 0.31 -0.14 -0.17
H -3.64308 -16.63117 -3.57327 -0.06 0.26 0.13
H -3.77717 -17.39523 -2.00958 0.10 0.06 0.13
H -2.20095 -18.69405 -3.49299 -0.17 0.00 0.02
H -1.25931 -17.93220 -2.21073 0.02 0.00 -0.02
H -1.13209 -16.53462 -6.04237 -0.03 0.11 0.05
H -2.60371 -17.36065 -5.47987 0.02 0.35 0.08
H -1.13645 -18.28703 -5.68157 0.18 0.16 0.15
C 1.43016 -16.83056 -1.87273 0.35 -0.48 -0.10
O 0.53579 -15.74463 -2.02745 0.37 1.17 0.89
C 1.08942 -14.54212 -1.41726 0.18 -0.48 0.16
C 0.16405 -13.32800 -1.48377 -0.27 0.31 0.31
N -0.56144 -13.00336 -2.75886 2.18 0.20 0.54
C 0.35002 -12.53186 -3.85641 -0.22 -0.11 -0.61
C 1.36197 -13.52274 -4.44815 -0.03 0.38 -0.11
O 0.77245 -14.80872 -4.67476 0.85 0.54 -0.18
C 1.71818 -15.69281 -5.27985 -0.28 -0.30 -0.10
H 1.60979 -17.02978 -0.81358 -0.04 0.02 -0.03
H 2.38529 -16.62475 -2.36570 -0.04 0.07 0.07
H 0.99436 -17.70849 -2.34120 -0.11 0.04 -0.01
H 2.09187 -14.36907 -1.81437 -0.11 0.05 -0.27
H 1.22126 -14.75935 -0.35252 0.05 0.09 -0.02
H 0.73525 -12.45364 -1.15351 0.21 -0.15 0.01
H -0.58315 -13.49471 -0.70385 -0.26 0.14 -0.24
H -1.11198 -12.18292 -2.52740 -0.62 -0.36 -0.27
H 0.90045 -11.62839 -3.58039 -0.02 -0.03 0.10
H -0.30048 -12.30025 -4.70240 -0.22 0.27 0.26
H 2.29261 -13.61683 -3.87992 -0.14 -0.17 0.18
H 1.63484 -13.09522 -5.41794 0.08 -0.02 0.03
H 2.03323 -15.28701 -6.24102 0.13 0.06 0.06
H 1.22212 -16.64324 -5.45761 -0.05 0.01 0.08
H 2.56604 -15.85189 -4.61211 0.10 0.09 -0.09


7
Properties=species:S:1:pos:R:3:forces:R:3 method="wB97M-V/def2-TZVPD" homo_ev=-11.46 orbital_gap_ev=11.779 total_energy_ev=-10184.039 max_force_ev_per_a=4.27 e_above_lowest_kcal_mol=30.9 charge=0
C -1.04779 0.61237 0.08730 -1.37 0.74 0.23
C -0.51228 -1.70850 -0.46627 0.89 -2.48 0.85
C 1.31428 0.86743 0.03523 0.95 0.92 0.09
N -2.17980 0.60511 0.14012 -2.51 0.30 0.29
N 0.19060 0.44739 -0.04013 4.22 0.64 -0.22
O 0.09302 -2.21997 0.35588 -1.01 0.51 -1.19
O 2.42236 1.23149 0.07261 -1.16 -0.64 -0.05


102
Properties=species:S:1:pos:R:3:forces:R:3 method="wB97M-V/def2-TZVPD" homo_ev=-9.62 orbital_gap_ev=9.999 total_energy_ev=-47471.164 max_force_ev_per_a=3.99 smiles=CC(C)O.CC(C)O.CC(C)O.CC(C)O.CC(C)O.CC(C)O.CO.CO.CO.CO.CO e_above_lowest_kcal_mol=76.2 charge=0
C -0.59864 5.30749 -2.92384 0.41 -2.26 0.45
C -2.10183 5.03252 -3.03583 0.30 0.91 2.40
C -2.76616 4.79717 -1.66088 0.42 -1.36 0.57
O -2.65022 6.23803 -3.43839 -1.60 1.29 -2.29
H -0.12980 4.42594 -2.48663 0.13 -0.27 0.27
H -0.37468 6.09244 -2.20149 -0.18 0.33 -0.33
H -0.05746 5.38479 -3.86685 -0.43 0.64 -0.13
H -2.40000 4.21636 -3.69392 0.25 0.34 -0.41
H -2.52916 3.84767 -1.18091 0.68 -0.22 -0.05
H -3.85199 4.70254 -1.67205 -0.08 0.65 -0.59
H -2.46783 5.56655 -0.94873 -0.07 0.19 -0.07
H -2.41016 6.96891 -2.86413 0.21 -0.30 0.20
C 2.63004 -1.97736 -0.22841 -3.41 1.10 -1.18
C 3.94122 -1.51034 -0.57662 2.47 0.76 1.65
C 4.41611 -0.41382 0.34939 0.40 1.03 -0.25
O 4.78387 -2.57541 -0.27424 2.12 -1.60 -0.59
H 2.25960 -1.91029 0.79450 0.79 -0.08 0.18
H 2.37876 -2.95170 -0.64747 0.01 0.12 -0.11
H 2.09980 -1.18994 -0.76407 -1.51 -0.25 -0.10
H 4.11404 -1.18634 -1.60290 -0.60 -0.06 -0.19
H 3.96814 0.55431 0.12548 -0.59 -0.05 0.28
H 5.47325 -0.19866 0.19357 0.17 -0.39 -0.05
H 4.29280 -0.71971 1.38829 -0.15 0.17 0.03
H 4.81075 -3.05973 -1.10268 0.36 -0.62 0.20
C 2.09690 -0.81485 3.78650 -1.70 0.25 -0.12
C 3.04609 -0.27900 4.80654 0.67 1.03 0.08
C 2.39030 0.54336 5.97381 0.20 -1.42 -1.76
O 3.85337 -1.31081 5.35670 -0.30 -0.12 0.38
H 1.55496 -0.02569 3.26530 0.16 0.52 0.03
H 1.28100 -1.33069 4.29276 0.11 -0.68 -0.09
H 2.52086 -1.38427 2.95938 0.32 -0.35 0.41
H 3.71290 0.36790 4.23644 0.28 0.51 0.18
H 3.12285 0.58711 6.77976 -0.34 0.34 0.03
H 1.48033 0.00616 6.24115 0.10 -0.08 0.56
H 2.04675 1.49572 5.56998 0.41 0.19 0.31
H 4.14276 -1.84647 4.61446 0.15 -0.19 0.03
C 0.87014 -3.68118 -4.22230 -0.03 0.98 1.00
C 0.96966 -2.16640 -4.29563 -2.95 -0.59 -1.43
C -0.27339 -1.50200 -3.59861 0.30 -0.11 -1.37
O 2.14829 -1.71353 -3.85855 2.65 0.78 1.97
H -0.08413 -3.89551 -4.70344 0.26 -0.74 -0.01
H 0.82169 -3.85350 -3.14709 -0.29 -0.59 0.11
H 1.75182 -4.21803 -4.57236 -0.27 0.12 -0.50
H 0.94133 -1.87922 -5.34673 -0.68 0.01 -0.53
H -1.15300 -1.58918 -4.23641 -0.06 -0.46 -0.23
H -0.13541 -0.42153 -3.63923 0.22 0.18 0.74
H -0.58808 -1.90318 -2.63522 0.59 0.16 0.21
H 2.03836 -0.78656 -3.63441 0.48 0.39 0.17
C -1.01304 -5.43765 2.01897 -0.82 0.24 0.00
C -1.28342 -3.98665 1.80817 1.56 1.36 0.45
C 0.02586 -3.17651 1.55019 -0.16 0.06 0.53
O -2.14199 -3.79553 0.72762 -0.48 -0.15 -1.32
H -2.01209 -5.81159 2.24295 0.06 -0.82 0.05
H -0.39264 -5.58561 2.90289 0.28 -0.32 -0.40
H -0.67548 -5.80980 1.05168 0.44 -0.55 0.39
H -1.86784 -3.64048 2.66066 0.61 0.52 0.60
H 0.50719 -2.86039 2.47566 -0.42 0.24 0.31
H -0.12985 -2.29619 0.92658 -0.31 0.07 0.13
H 0.86472 -3.69843 1.08974 -0.53 -0.71 -0.40
H -2.71341 -4.56684 0.74027 -0.38 0.04 -0.37
C -5.72969 -1.30439 -2.44438 -0.71 1.83 -1.46
C -4.70857 -1.42730 -1.37350 1.55 -3.15 -1.89
C -3.29927 -1.07036 -1.80686 -0.02 -0.29 -0.23
O -5.01489 -0.76710 -0.24832 -1.00 1.78 2.55
H -6.75276 -1.20864 -2.08070 -0.06 -0.76 0.27
H -5.64467 -1.99448 -3.28381 -0.02 -0.36 0.37
H -5.62488 -0.32535 -2.91192 0.23 0.35 -0.21
H -4.70404 -2.49502 -1.15429 0.33 -0.50 0.29
H -2.58711 -1.10978 -0.98261 -0.28 0.49 0.30
H -3.34910 -0.10319 -2.30706 0.53 0.10 0.02
H -2.86980 -1.83416 -2.45512 -0.43 0.15 -0.50
H -5.71395 -1.27464 0.17037 -0.16 0.38 0.39
C 2.09240 3.64222 0.59965 0.04 -0.45 1.60
O 0.72574 3.97652 0.53261 -0.78 0.34 -1.21
H 2.13248 2.62235 0.98221 0.50 -0.28 -0.08
H 2.61470 3.67410 -0.35654 -0.38 0.37 0.02
H 2.54943 4.27466 1.36072 0.55 0.08 -0.33
H 0.38898 4.29728 1.37243 0.16 -0.11 0.03
C -2.96308 -0.74837 2.10351 -0.42 0.69 -0.39
O -3.46968 0.54281 1.77661 0.54 0.47 0.47
H -2.20243 -0.65101 2.87813 0.03 0.09 -0.01
H -3.79920 -1.32851 2.49395 0.20 -0.56 -0.07
H -2.52292 -1.17714 1.20322 -0.02 -0.51 0.29
H -3.85979 0.48951 0.90107 -0.26 -0.20 -0.09
C -0.13048 0.86527 -0.26474 0.41 -0.58 -0.29
O 0.52974 1.66233 -1.23577 -0.50 0.24 -0.32
H 0.50727 0.88275 0.61904 -0.42 -0.34 0.43
H -1.16496 1.14067 -0.05949 0.10 0.45 0.11
H -0.17153 -0.13349 -0.69935 0.16 -0.14 0.25
H 0.49525 2.56512 -0.91117 -0.15 0.45 0.11
C 3.43086 2.36577 -2.87931 0.69 2.14 0.16
O 2.82672 1.20324 -2.49282 0.47 -1.63 -0.27
H 4.40940 2.21707 -3.33589 -0.31 -0.46 -0.47
H 2.81116 3.04903 -3.46003 -0.23 -0.39 -0.86
H 3.68924 3.06294 -2.08226 0.11 -0.24 0.93
H 2.09750 1.34239 -1.88416 -0.61 0.34 0.20
C -0.56632 1.89904 4.33545 -0.57 1.09 -0.46
O -1.78059 2.68396 4.25629 0.74 -0.53 0.34
H 0.19942 2.59493 4.67820 -0.01 -0.16 0.29
H -0.63597 1.03490 4.99613 -0.05 0.07 0.03
H -0.25637 1.60190 3.33357 -0.09 -0.36 -0.12
H -2.53302 2.08782 4.24758 -0.07 -0.07 -0.22